Record 1
82
Properties=species:S:1:pos:R:3:forces:R:3:mulliken_charge:R:1 method="wB97M-V/def2-TZVPD" de_lowest_kcal_mol=37.9 total_energy_ev=-113989.1619 lumo_ev=2.2 homo_ev=-7.77 spin_multiplicity=1 charge=-1 max_force_ev_per_a=3.46
H -2.373194 2.793558 -1.995403 0.1 0.1 0.3 0.37
O -0.647026 -4.103216 2.824323 1.0 -0.1 0.4 -0.51
H 2.793424 -1.216351 -3.215051 0.0 0.1 -0.1 0.42
O 2.933260 -3.858338 4.533789 1.0 -0.8 1.2 -0.59
H -2.715335 2.159658 1.720826 0.2 -0.2 0.2 0.21
H -2.840311 -0.981511 -2.000545 0.2 0.4 0.1 0.28
O 0.702806 -3.661001 -2.832089 -0.2 -0.5 -0.1 -0.69
O 4.072168 1.280115 1.617891 0.9 0.1 0.6 -0.74
H -0.898837 -0.227789 4.235612 0.3 -0.2 -0.8 -0.04
F 1.083550 -1.073498 0.451842 -0.4 1.3 -0.8 -0.56
H -2.444606 0.384523 4.532566 -0.2 0.9 0.0 0.40
H -3.737556 -2.849372 2.541067 -0.2 -0.5 -0.1 0.34
H -3.156689 -4.497804 3.156790 -0.3 0.0 -0.5 0.47
C 1.340963 3.472086 -4.601101 0.3 -0.1 -0.2 -0.95
C -0.333567 3.702562 -6.450090 -0.7 -0.4 -0.3 -1.50
C -1.606507 -3.154116 2.428188 -1.8 -1.1 -2.8 1.22
H 4.855086 -2.181532 -1.461680 0.1 0.2 -0.1 0.32
H -0.612312 2.665699 -6.638011 0.8 -0.5 0.3 0.38
F -0.398398 -0.782647 -1.587272 1.4 0.9 0.8 -0.46
H -4.230657 -0.995418 -0.967642 0.0 0.1 0.6 0.40
H 0.596970 3.393395 0.959926 0.0 -0.2 0.4 0.45
H 1.076534 4.222433 -3.856018 0.1 -0.2 0.1 0.35
H -2.114289 -4.353171 0.573468 0.1 -0.2 0.3 0.36
H 1.494514 -3.130142 -2.744734 0.2 0.2 -0.1 0.35
H -0.767264 -3.184487 0.483536 0.0 -0.3 -0.4 0.21
C -1.096240 1.813952 3.347607 -0.1 1.0 -0.8 0.21
O 4.334539 -2.916803 -1.138210 0.1 -0.3 -0.1 -0.65
H -1.657565 3.524399 2.263187 -0.2 0.0 -0.5 0.36
H -2.867736 2.980720 3.346189 -0.7 -0.1 -0.3 0.45
H 2.028260 -2.136218 6.267283 -0.6 -0.2 0.0 0.35
H -0.942085 -4.679630 3.533042 -0.3 0.2 0.0 0.29
H -2.780287 1.049361 -0.266826 -0.5 0.0 0.5 -0.71
H 2.113161 -0.714045 5.271077 0.1 0.2 0.1 0.36
F 2.134547 -0.929600 -1.703808 -0.9 1.0 0.9 -0.55
H -0.596898 4.172989 -7.397430 0.0 0.5 0.0 0.45
H 0.773915 2.563041 -4.400586 -0.3 0.1 -0.1 0.09
O -4.654624 1.656401 -1.069691 -0.7 1.3 0.7 -0.61
C -1.651702 0.419237 3.785435 0.6 1.0 -0.8 -0.55
H 1.657265 3.755299 -7.810444 0.2 -0.1 -0.2 0.30
O 2.106838 3.684644 -6.965178 -1.0 -0.2 0.9 -0.55
H 3.271051 -1.026751 2.973374 0.2 0.1 -0.6 -0.08
H 2.374284 3.157186 -4.455505 0.1 0.4 -0.1 0.39
H -1.037825 4.005569 -5.675295 -0.1 0.4 -0.1 0.34
H 3.601821 -2.507864 -0.677638 -0.3 0.2 0.2 0.29
F 0.812719 1.333522 -2.155412 0.5 -1.1 1.0 -0.40
H 0.019336 -3.144712 -2.404838 -0.1 0.3 0.1 0.31
H -2.968267 -3.028746 4.076588 -0.1 0.0 0.3 0.41
H 1.909637 -0.417516 -4.149229 -0.1 0.1 0.1 0.31
C -3.686953 -0.374584 -1.679712 0.0 -0.5 0.2 -1.62
H -3.198489 1.806950 -3.131103 0.1 -0.2 -0.3 0.44
F -0.240130 1.125566 0.114736 1.3 -1.3 -1.7 -0.46
H -2.412704 -2.648054 0.337832 -0.2 0.3 0.4 0.10
H 3.597209 0.921136 2.367404 -0.1 0.0 0.1 0.28
O 0.085381 1.868640 2.484539 -0.9 -0.9 1.4 -0.53
C -3.399602 1.056318 -1.163762 0.9 -2.0 -1.7 1.79
H -4.383109 -0.327459 -2.517123 0.1 0.4 -0.3 0.48
C -1.774254 -3.358748 0.862619 0.9 0.4 0.6 -1.06
H -5.321423 0.989124 -0.891580 0.1 0.0 0.1 0.38
H -0.239661 1.614549 1.617705 0.3 -0.4 -0.2 0.21
C -2.974305 -3.427351 3.062103 0.9 1.2 1.0 -1.52
H 1.070022 5.138873 -5.991913 0.2 0.2 0.5 0.12
H 2.091337 -4.057479 4.117733 -0.1 0.3 -0.2 0.35
H 3.457713 1.208027 0.887495 0.0 0.0 0.1 0.58
O 2.567283 -1.112954 -4.139388 0.4 -0.3 -1.0 -0.68
H -1.630743 1.264213 -2.449732 -0.2 -0.1 0.1 0.07
C -2.200465 2.627092 2.560183 1.3 0.4 2.1 -1.18
H 2.563532 -2.519597 2.349067 -0.2 0.0 0.2 0.11
F 2.388623 1.014241 -0.200046 -2.2 -0.6 -1.3 -0.49
H 4.293228 -2.446523 2.581069 0.1 0.0 0.4 0.35
H 0.951978 -1.871739 4.776899 0.1 -0.7 0.0 0.02
H -1.221697 -2.137205 2.505078 -0.1 0.0 0.7 -0.32
H -0.723033 2.400290 4.187263 -0.5 0.1 0.3 0.43
O 0.892527 3.874406 0.186933 0.1 0.5 -0.2 -0.71
H -2.104247 0.153003 2.830226 0.2 -1.3 0.2 0.04
H 4.091628 -2.121621 4.928670 -0.1 -0.7 0.8 0.32
C -2.581996 1.750687 -2.233962 -0.3 0.8 -0.4 -1.29
As 0.977777 0.129370 -0.857078 -0.7 -0.7 0.5 1.87
C 1.069939 4.048888 -5.986021 0.2 -0.3 -0.8 0.56
C 1.936103 -1.789059 5.238159 1.9 0.8 -0.4 -0.89
H 0.611670 3.335769 -0.552809 0.0 -0.2 -0.2 0.27
C 3.148399 -2.458608 4.498734 -1.8 0.0 -2.2 0.20
C 3.341591 -2.114237 2.995900 -0.7 1.0 0.8 -0.51

***

Record 2
95
Properties=species:S:1:pos:R:3:forces:R:3:mulliken_charge:R:1 method="wB97M-V/def2-TZVPD" de_lowest_kcal_mol=36.6 total_energy_ev=-123041.6230 lumo_ev=1.6 homo_ev=-8.13 spin_multiplicity=1 charge=-1 max_force_ev_per_a=3.44
H -3.839541 -1.918819 -3.558632 0.2 0.2 0.3 0.35
H -5.898639 0.859076 1.197208 0.4 -0.2 -0.1 0.34
H -2.285638 -7.679520 -0.507299 -0.6 0.1 -0.7 0.38
H 0.237286 10.051430 -0.622848 0.5 0.6 -0.2 0.28
F -2.656491 0.394331 -1.211971 0.0 2.1 -2.4 -0.38
H 10.486382 1.799537 -0.848137 0.0 -0.2 0.1 0.38
H 0.986729 -0.198557 -4.595438 -0.2 0.0 0.3 0.33
O 8.421380 1.061607 1.649683 -0.3 0.5 -1.5 -0.61
H -1.979220 2.537393 5.845983 0.2 0.0 0.0 0.31
S -2.170813 6.388281 -5.454744 0.6 -0.7 -0.8 1.08
H 5.467040 -1.062849 -0.613040 0.2 -0.1 -0.5 0.37
H -0.766994 7.391770 2.681238 0.0 0.0 0.0 0.30
H 0.927710 7.792747 3.022266 0.0 0.5 -0.1 0.34
S 0.042347 10.112649 1.659700 -2.6 -0.5 0.1 1.10
H 1.392024 4.833432 -3.789681 0.1 -0.1 -0.3 0.33
S -3.072433 -9.200287 -2.354099 0.3 1.1 -0.9 1.13
H 0.377957 7.564721 -4.602142 -0.2 0.1 -0.2 0.26
C -5.034785 -12.085643 -2.832736 0.2 0.3 -1.5 -0.99
F -2.429107 0.543013 1.036293 0.2 0.3 0.4 -0.44
H 0.886872 -2.887746 6.542854 0.5 0.0 -0.7 0.32
H -3.648785 -12.571626 -1.269196 0.5 0.2 -0.2 0.36
O -2.236835 6.525533 -6.887853 0.1 0.0 1.0 -0.59
H -7.263198 -4.531946 3.027858 -0.1 -0.2 -0.1 0.31
C 0.727196 6.296749 1.503409 0.0 -0.7 0.0 -1.24
H 1.656290 6.487788 0.966398 0.0 0.3 0.1 0.30
O -4.208870 -2.297810 -4.356261 -0.1 0.0 -0.4 -0.66
O -2.514694 7.515619 -4.613572 0.6 -1.2 -0.3 -0.59
H -4.176759 5.123874 -4.964877 0.1 0.2 -0.3 0.34
C -0.311130 10.732519 0.027878 0.6 -1.2 0.3 -0.82
H -4.608671 -12.937462 -3.362757 -0.1 -0.4 0.4 0.29
O 1.089377 -0.224144 -5.546770 0.0 -0.1 -0.2 -0.64
C 0.094521 -2.985339 5.800719 -1.1 -0.1 1.1 -0.97
F -1.211899 -0.980405 -0.190374 1.4 -0.3 0.1 -0.41
O -0.252907 -5.464112 6.978991 -0.4 2.1 -2.6 -0.61
O -3.039084 -10.844849 -2.191426 0.2 1.1 -0.1 -0.31
C 3.239295 -4.321379 4.735728 -0.8 -0.3 -1.5 -0.99
H -0.406249 6.665912 -3.327689 0.3 0.0 0.3 0.35
H -4.603057 -11.238868 -0.807426 -0.2 0.5 -0.3 0.26
H 2.077130 6.290431 -3.146382 -0.2 0.4 -0.1 0.35
C -4.105860 -11.669775 -1.676447 -1.1 -0.1 -0.3 -0.32
H 9.901615 0.118724 -0.448687 -0.1 0.2 0.0 0.32
O -4.413092 -8.652650 -2.569468 1.7 -1.5 0.5 -0.58
H -4.722850 -3.045407 -4.051038 -0.1 -0.2 0.1 0.31
H -1.579882 -9.239287 -0.471152 -0.1 -0.3 -0.2 0.31
H 0.047468 11.761575 0.051298 -0.4 -0.1 -0.4 0.34
H -1.346820 10.508278 -0.227371 -0.1 0.7 0.4 0.32
O 0.978207 -5.323784 4.829608 -0.6 0.8 0.7 -0.35
C -3.111878 4.893825 -4.999433 0.5 0.6 0.7 -0.85
H 9.073399 1.122222 -1.712668 0.2 -0.1 0.0 0.29
H -5.040043 -11.369687 -3.654618 0.5 0.7 0.3 0.31
H 4.199998 -4.149091 5.220977 -0.3 0.0 0.2 0.32
S 8.490052 1.894485 0.458578 -0.3 0.6 0.2 1.19
H 2.279916 -4.991029 6.520199 -0.7 0.0 0.0 0.33
O -2.920724 2.459781 5.691804 -0.1 0.1 0.3 -0.65
H -0.710220 -2.425794 6.277606 -0.6 -0.7 0.3 0.38
H 6.439692 -0.060730 -1.876162 -0.5 -0.7 -0.3 0.26
H 2.127952 6.049456 -4.911469 0.2 -0.4 0.1 0.30
S -0.338178 -4.757569 5.670061 1.4 -1.2 1.4 1.13
O -6.775804 0.987052 1.558347 -0.3 0.0 0.2 -0.65
H 2.728719 -3.406721 4.434377 0.1 0.3 0.6 0.29
H 1.876310 0.293439 -5.717267 0.2 0.1 -0.1 0.31
C 2.300740 -5.264338 5.465226 0.2 0.0 0.5 -0.34
O -1.126291 10.441058 2.487785 1.8 -1.1 -1.0 -0.62
C 1.540539 5.891163 -4.007046 -0.8 -0.3 -0.3 -1.19
O 1.329965 10.496516 2.127418 0.5 0.0 0.0 -0.60
O -2.034420 -8.891752 -3.342004 -1.7 -0.9 1.9 -0.60
B -2.412871 -0.305089 -0.092719 0.7 0.2 1.0 0.62
H -6.117194 -12.207597 -2.792466 0.1 -0.4 1.3 0.36
H 3.416330 -4.763022 3.755059 0.4 -0.2 -0.1 0.30
C 6.272437 -0.365315 -0.843030 1.8 -0.8 -0.6 -0.89
O -1.500086 -4.888967 4.833383 1.2 -0.1 0.6 -0.56
H -7.139876 1.713668 1.052653 -0.1 0.1 -0.1 0.30
H 5.086928 1.214127 -0.372349 0.0 0.7 0.5 0.32
H -2.989864 2.069646 4.820450 -0.1 -0.1 -0.3 0.34
C -2.519910 -8.729551 -0.682363 0.3 -0.6 -0.1 -0.90
H -2.901228 4.043622 -5.648196 0.2 0.4 -0.1 0.32
O 8.869678 3.290131 0.637992 -0.8 -1.9 -0.8 -0.61
O 0.108632 8.518452 1.201754 -0.3 2.4 0.5 -0.20
H 0.113514 -2.429919 4.863040 0.9 -0.8 -0.3 0.37
C 0.213918 7.553070 2.234135 0.2 -2.0 -0.2 -0.21
O 7.002145 1.873442 -0.390481 2.7 0.7 1.0 -0.37
H -2.809926 4.653353 -3.980069 0.0 -0.1 0.0 0.31
H 6.152354 0.605107 0.971973 -0.5 0.4 0.2 0.33
C 0.179896 6.555872 -4.240066 0.6 1.3 1.6 -0.13
H 7.235384 -0.706608 -0.463114 0.1 -1.0 -0.3 0.20
O -0.607406 5.843136 -5.143016 -2.1 -0.3 -1.3 -0.30
O -6.946561 -3.653099 3.236693 -0.2 0.1 0.1 -0.63
H 0.047877 5.831224 0.789332 -0.4 0.7 -0.2 0.32
F -3.399659 -1.202421 -0.009108 -2.4 -2.3 0.8 -0.38
H -6.006453 -3.764133 3.378507 0.3 0.1 0.0 0.32
H 0.934485 5.431813 2.133502 0.1 0.3 0.7 0.39
C 9.634737 1.122822 -0.778322 -1.0 0.7 0.5 -0.90
C 6.073289 0.847823 -0.087711 -1.4 0.9 1.5 -0.27
H 2.707644 -6.275453 5.451430 -0.2 -0.1 -0.2 0.36
H -3.280459 -9.083142 0.013790 0.0 0.1 -0.1 0.30

***

Record 3
77
Properties=species:S:1:pos:R:3:forces:R:3:mulliken_charge:R:1 method="wB97M-V/def2-TZVPD" smiles=CCC[C@@H](N)[C@H](Br)OC.CO.CO.CO.CO.CO.CO.CO.CO.CO total_energy_ev=-108369.0159 lumo_ev=0.3 homo_ev=-8.99 spin_multiplicity=1 max_force_ev_per_a=0.58
H 5.693233 -8.312470 -4.751795 0.0 0.0 0.0 0.22
H -0.026021 0.630515 0.044686 0.0 0.0 0.1 0.18
O 5.745811 -7.444407 -2.847721 0.1 -0.1 -0.1 -0.52
C -4.979442 -2.124520 -1.653149 0.1 0.0 0.0 -0.50
C -0.510823 3.231831 -1.958229 0.0 0.2 0.1 1.45
C 1.697500 -0.216876 -0.257696 -0.1 0.1 0.0 -0.34
H -1.128555 3.651376 -3.950846 -0.1 0.0 0.0 0.27
C -1.748316 0.136798 6.766672 -0.1 0.0 0.0 -0.49
H 0.491417 -2.317664 4.704174 0.0 0.0 0.0 0.30
C 5.139531 -8.297492 -3.806872 0.0 0.2 0.1 -0.52
H 1.904966 4.529728 3.698879 0.1 0.0 0.0 0.29
H 5.141337 -9.302630 -3.392049 0.0 0.0 0.0 0.27
H -5.929299 -2.487163 -1.268238 0.0 0.0 0.1 0.25
H -0.255818 -0.728652 4.402834 0.1 0.0 0.0 0.08
H 4.226400 -3.216326 -1.720377 0.0 0.0 0.0 0.27
H -3.191021 0.194543 -2.465474 -0.2 0.1 0.1 0.23
H -1.566514 3.842426 1.796781 0.0 0.1 0.0 0.45
O -3.739034 2.775726 2.654852 0.0 0.0 0.1 -0.46
C -1.594001 3.257748 -3.046122 0.1 0.0 0.0 -1.13
C 4.153084 -4.050953 -5.225828 0.0 0.0 0.0 -0.41
O 4.527667 -5.340964 -4.745206 0.1 0.0 0.1 -0.45
O 2.260480 -2.897456 -2.118746 0.2 -0.1 -0.1 -0.49
C -2.655488 1.090850 -2.150366 0.5 -0.1 -0.1 -0.38
H 4.108860 -7.991469 -4.002810 0.0 -0.1 -0.1 0.23
H -3.235589 -1.711338 -0.906785 0.1 0.0 0.1 0.30
H 3.129531 -4.129969 -0.668800 0.0 0.0 0.0 0.32
O -4.071447 -2.036879 -0.561120 -0.1 0.0 -0.1 -0.48
H -2.382963 3.966701 -2.779060 0.0 0.0 0.1 0.42
H 1.471759 -0.843972 4.776145 0.0 0.0 0.0 0.28
H 1.015408 6.647274 4.144673 0.0 0.0 0.0 0.33
H -1.209853 2.258052 1.129350 0.0 0.0 0.0 0.34
H -0.434857 2.249735 -1.486730 0.0 -0.1 -0.3 -0.72
C -0.911807 4.091537 -0.753729 0.0 -0.4 0.0 -0.45
H -3.677259 0.085639 7.047154 -0.1 0.0 0.0 0.28
H 3.505928 -3.609199 -4.472338 0.0 0.0 0.0 0.04
C 3.296707 -3.779367 -1.690020 -0.1 0.0 0.0 -0.64
H -4.621213 -2.824333 -2.412913 0.0 0.0 0.0 0.24
H 3.385475 -4.641628 -2.355253 0.1 0.0 0.0 0.25
C 0.443080 5.818791 3.720338 0.1 -0.2 -0.1 -0.52
C 0.646475 -1.329999 4.261991 0.0 0.0 -0.1 -0.50
C -3.627322 2.825379 4.078134 0.0 0.0 -0.2 -0.40
H -1.689078 -0.737831 6.112814 0.0 0.0 0.0 0.21
H 1.531414 3.241302 -1.874883 0.1 0.1 0.1 0.28
H -0.560506 5.836069 4.138172 0.0 0.0 0.0 0.19
H 0.286500 -1.848605 2.420048 0.0 0.0 -0.1 0.26
H -1.960319 3.914438 -0.500820 0.0 0.1 0.0 0.49
H -0.025023 3.058229 2.203143 0.0 0.0 0.0 0.40
O -3.040499 0.731722 6.732776 0.1 0.0 0.0 -0.52
H 5.102463 -5.759675 -5.391319 0.0 0.0 -0.1 0.28
H -3.256800 1.676520 -1.453964 -0.2 -0.1 0.0 0.23
H 5.693925 -6.543382 -3.182991 -0.2 0.1 0.0 0.35
O -0.088406 3.825332 0.326789 0.3 0.0 0.0 -0.34
H 0.376102 5.938784 2.635839 0.0 0.0 0.0 0.19
O 1.007514 -1.419694 2.888687 -0.1 0.0 0.1 -0.47
C -0.757609 3.214824 1.415754 -0.2 0.0 0.2 -0.99
H 1.713650 -0.735824 0.701164 0.1 0.0 0.0 0.14
H 1.431134 -3.380798 -2.097869 -0.1 0.0 0.0 0.26
H -3.409317 1.846265 4.503579 0.0 0.0 0.1 0.19
O 0.348300 0.072616 -0.643662 0.0 0.0 0.0 -0.48
O 1.018290 4.560360 4.065758 -0.1 0.1 0.0 -0.49
H -4.459080 2.181340 2.432488 0.0 0.0 0.0 0.27
H -5.142884 -1.146545 -2.113929 0.0 0.0 0.0 0.23
H -1.463900 -0.153859 7.780878 0.0 0.0 0.0 0.34
H -2.804330 3.498557 4.308868 0.0 0.0 0.0 0.12
C -2.229863 1.901691 -3.371723 -0.3 0.1 -0.1 -0.64
H 3.599957 -4.122000 -6.164708 0.0 0.0 0.0 0.28
H 0.897380 4.494613 -2.741933 0.0 0.1 0.0 0.31
N 0.798007 3.515157 -2.511654 0.0 -0.3 -0.1 -0.68
H -3.115817 2.098147 -3.983189 0.1 0.0 -0.1 0.39
H 2.127254 -0.858181 -1.020821 -0.1 0.0 0.0 0.11
H -1.767675 0.735197 -1.624440 -0.1 0.0 0.1 0.03
H 2.284431 0.703207 -0.180836 0.0 0.0 0.0 0.26
H -1.045662 0.886809 6.410590 0.0 0.0 0.0 0.20
H -1.560549 1.310033 -4.000091 0.1 0.0 0.1 0.32
H 5.023931 -3.406441 -5.363731 0.0 0.0 0.0 0.28
Br -0.812533 6.002501 -1.167728 -0.1 0.3 -0.1 -0.21
H -4.538408 3.220201 4.534553 0.0 0.0 0.0 0.31